DFT (ωB97M-V/def2-TZVPD) results for a structure of composition C30H46BrCoN3P2Se at a distorted geometry.

Properties
molecular weight = 728.46 g/mol
F_max = 6.53 eV/A
lowest unoccupied orbital energy (alpha / beta) = -6.29 / -6.18 eV
HOMO level (alpha / beta) = -11.98 / -13.63 eV
<S²> = 3.808
multiplicity = 4
HOMO-LUMO gap (alpha / beta) = 5.69 / 7.44 eV
energy relative to the best compared isomer or geometry (same formula, charge and spin) = 27.70 kcal/mol
net charge = +2

Each line ends with the Mulliken spin population.
Element x y z (Å)
C  -0.627  4.218  -2.684  0.015
C  -0.950  3.103  -3.529  0.008
C  -1.210  3.380  -4.890  0.015
C  -1.010  4.669  -5.401  -0.005
N  -0.501  5.677  -4.658  0.013
C  -0.439  5.485  -3.311  -0.006
C  -0.972  1.744  -3.101  -0.158
C  -1.007  1.118  -1.887  0.082
C  -1.513  1.312  -0.590  0.002
C  -0.832  0.586  0.425  -0.082
C  -1.578  0.063  1.451  0.037
C  -2.947  0.377  1.576  -0.014
C  -3.525  1.326  0.696  0.007
C  -2.830  1.825  -0.403  0.010
Co  -1.128  -0.037  -3.264  1.956
P  2.654  -0.272  1.047  0.407
H  -1.557  2.615  -5.576  0.001
H  -0.476  4.080  -1.607  0.003
H  -1.253  4.948  -6.438  0.000
H  -0.232  6.365  -2.661  0.000
H  -3.282  2.536  -1.102  -0.004
H  0.282  0.514  0.371  0.022
H  -4.544  1.625  0.867  0.000
H  -1.077  -0.644  2.110  -0.001
C  2.157  -1.765  1.983  -0.009
C  2.527  -3.130  1.374  0.009
H  1.062  -1.679  2.089  0.002
H  2.566  -1.649  2.999  0.005
H  2.278  -3.900  2.120  0.000
H  1.940  -3.351  0.464  -0.001
H  3.603  -3.226  1.152  -0.001
C  2.716  -0.826  -0.725  0.161
C  3.055  0.268  -1.736  -0.001
H  1.756  -1.290  -0.999  -0.078
H  3.463  -1.634  -0.774  0.016
H  3.289  -0.199  -2.706  0.002
H  2.194  0.942  -1.882  0.005
H  3.933  0.867  -1.444  -0.003
C  4.425  0.065  1.461  0.028
C  5.393  -1.121  1.364  0.007
H  4.448  0.518  2.467  0.005
H  4.723  0.858  0.753  0.001
H  6.406  -0.755  1.587  0.001
H  5.172  -1.922  2.086  -0.001
H  5.426  -1.554  0.352  -0.001
Br  -4.011  -0.768  2.526  -0.001
P  -1.987  -2.132  -2.784  0.001
C  -0.171  -2.062  -2.207  0.032
C  0.440  -3.468  -1.968  0.014
H  -0.107  -1.463  -1.288  -0.014
H  0.353  -1.529  -3.031  -0.011
H  1.536  -3.460  -1.817  0.000
H  -0.016  -3.912  -1.070  0.000
H  0.241  -4.126  -2.827  -0.001
C  -2.761  -2.564  -1.094  0.002
C  -4.246  -2.914  -1.113  0.002
H  -2.601  -1.654  -0.489  0.001
H  -2.173  -3.377  -0.631  -0.001
H  -4.615  -2.969  -0.087  0.000
H  -4.882  -2.182  -1.617  -0.001
H  -4.392  -3.880  -1.596  0.000
C  -3.199  -0.634  -2.890  -0.032
C  -3.192  -0.081  -4.323  0.056
H  -2.999  0.127  -2.106  0.019
H  -4.173  -1.181  -2.665  0.013
H  -2.249  0.557  -4.604  -0.017
H  -3.268  -0.975  -5.059  0.003
H  -4.132  0.562  -4.345  0.003
C  2.986  -0.157  5.173  0.004
N  1.577  0.209  5.132  0.029
C  0.667  -0.068  6.140  0.012
C  -0.511  0.515  5.806  0.014
N  -0.310  1.155  4.586  0.028
C  -1.300  2.010  3.953  0.007
C  0.964  0.923  4.131  0.029
Se  1.742  1.563  2.527  0.350
H  3.113  -1.224  4.932  0.000
H  3.378  0.034  6.184  0.000
H  3.516  0.443  4.424  -0.002
H  0.931  -0.645  7.018  0.003
H  -1.471  0.546  6.290  0.002
H  -2.223  1.428  3.834  0.001
H  -1.495  2.907  4.563  -0.001
H  -0.934  2.315  2.963  -0.002